Entry 1:
Density functional theory data (ωB97M-V/def2-TZVPD) for a 9-piece molecular cluster, C38H58N2O19S overall in a non-equilibrium geometry.

E_LUMO ... 0.00588 Ha
Structure (SMILES) ... CCOCCN(N=C=S)C(=O)O.O=C1CCCO1.O=C1CCCO1.O=C1CCCO1.O=C1CCCO1.O=C1CCCO1.O=C1CCCO1.O=C1CCCO1.O=C1CCCO1
Highest occupied orbital energy ... -9.0 eV
Orbital gap ... 9.17 eV

Structure (ORCA input):
```
! RIJCOSX wB97M-V def2-TZVPD def2/J DEFGRID3
* xyz 0 1
S -4.158 2.400 -7.893
O 2.947 0.651 7.672
O -2.189 0.663 -10.510
O -0.471 0.963 -6.263
O -1.710 1.532 17.612
O 4.584 1.189 6.226
O -2.698 -4.896 -1.387
O -0.164 -0.373 -2.840
O -1.135 -1.072 -5.811
O 0.423 0.957 2.055
O -2.509 2.332 -15.240
O 0.103 2.097 16.402
O 2.122 1.618 12.559
O 0.453 -2.271 3.773
O -0.114 -2.093 1.601
O 1.731 1.690 10.345
O -2.014 -0.443 -1.559
O -3.098 -4.840 -3.601
O 2.553 1.513 1.567
O -0.746 1.709 -16.493
N -3.122 -0.170 -7.833
N -1.696 0.030 -7.909
C -1.524 2.621 -15.853
C -0.517 -0.175 16.374
C 0.043 -2.773 2.761
C -3.629 0.931 -7.755
C 0.917 -0.044 15.881
C 1.592 0.886 2.300
C 3.506 -1.591 8.098
C -0.849 -0.189 -1.678
C -4.799 -3.222 -3.665
C 4.697 -0.906 7.441
C -4.106 -3.150 -2.312
C -3.773 -3.951 -4.511
C 1.230 -0.084 -2.627
C -3.235 -4.386 -2.333
C -0.428 -4.356 1.073
C 0.991 1.420 15.493
C -0.804 1.217 16.897
C 1.267 0.814 -1.403
C -0.412 -4.208 2.588
C -0.930 4.005 -15.999
C -1.753 1.233 -11.737
C -1.709 -0.651 -10.315
C -1.058 -0.006 -6.627
C 0.073 0.314 -0.598
C 0.057 3.338 10.286
C 3.854 1.138 2.055
C 1.598 2.140 11.616
C 2.226 0.073 3.406
C -0.724 -2.948 0.611
C -2.458 0.630 -13.002
C 0.747 3.391 11.642
C 2.704 -0.410 8.613
C 1.073 2.595 9.438
C 4.106 0.419 7.009
C 3.625 0.672 3.481
C 0.030 3.821 -17.166
C -1.057 -0.840 -8.899
C 0.415 2.359 -17.037
H 0.286 -4.897 3.057
H -1.408 -4.318 3.020
H 0.010 -0.535 -8.935
H -2.580 -1.340 -10.333
H 0.034 3.361 12.463
H -5.079 -2.250 -4.070
H 1.997 1.823 15.598
H -2.753 -0.428 -12.855
H 3.620 1.528 4.154
H 3.780 -2.298 8.880
H -0.408 4.266 -15.077
H 0.647 1.597 14.474
H 0.562 -4.660 0.725
H -1.108 -1.917 -8.635
H 1.683 0.195 4.339
H 4.522 1.996 2.004
H -3.467 -2.267 -2.227
H 1.167 -0.718 15.063
H -0.958 -0.951 -11.075
H 1.759 -1.027 -2.466
H 1.640 0.404 -3.510
H -0.392 1.109 -0.029
H 4.383 -0.025 3.832
H -0.860 2.751 10.366
H 1.251 2.207 -16.351
H -1.210 -0.397 15.561
H 3.033 -0.082 9.597
H 0.339 -0.515 0.053
H -0.650 1.153 -11.852
H 2.211 0.769 -0.866
H -1.702 4.738 -16.220
H 0.663 1.912 -17.999
H 1.638 -0.626 8.652
H -1.794 -2.737 0.579
H -0.295 -2.740 -0.368
H -0.608 -0.914 17.166
H -4.816 -3.188 -1.490
H 1.099 1.852 -1.700
H 2.930 -2.130 7.343
H 1.607 -0.245 16.704
H 5.505 -0.718 8.151
H -2.009 2.309 -11.718
H -4.234 -4.530 -5.309
H 2.247 -0.974 3.111
H 0.603 2.029 8.636
H 1.400 4.261 11.734
H -3.035 -3.273 -4.947
H 4.250 0.344 1.416
H -1.150 -5.085 0.709
H -3.369 1.215 -13.206
H 0.886 4.495 -17.143
H -0.204 4.316 9.885
H -0.500 3.984 -18.107
H -5.707 -3.824 -3.580
H -0.690 -0.819 -4.982
H 5.065 -1.466 6.584
H 1.823 3.260 9.006
H -1.735 0.710 -13.827
*
```

=====

Entry 2:
Density functional theory data (ωB97M-V/def2-TZVPD) for a 15-piece molecular cluster, C69H165F7N24O29P8 overall in a non-equilibrium geometry.

E_LUMO ... -0.01219 Ha
Highest occupied orbital energy ... -7.9 eV
Orbital gap ... 7.52 eV

Structure (ORCA input):
```
! RIJCOSX wB97M-V def2-TZVPD def2/J DEFGRID3
* xyz 0 1
P 1.213 4.600 -7.543
P 1.679 -7.918 4.413
P 4.938 1.295 -2.677
P -3.505 -2.382 2.591
P -1.375 7.735 -2.551
P -6.139 -7.239 -1.115
P 4.228 4.946 3.474
P -2.650 4.811 3.726
F 4.544 -3.564 -2.765
F -0.763 0.239 -5.620
F 6.165 -2.146 1.330
F 0.804 -0.008 2.258
F -0.515 -6.253 -2.795
F 0.871 -1.977 6.555
F -3.616 2.811 -0.256
O 3.892 -3.099 2.838
O -3.158 -1.088 1.863
O -7.246 0.628 -0.011
O 5.969 -3.979 -5.377
O 1.269 -4.230 -4.062
O 5.285 -1.443 3.221
O -0.847 0.607 0.802
O 5.332 0.437 -3.790
O 5.282 6.081 3.487
O 0.211 -8.027 4.077
O -5.883 -7.990 0.135
O -0.435 -4.049 -2.658
O 6.694 -3.933 -3.283
O -1.765 0.936 7.247
O -0.088 5.027 -8.020
O 3.012 -1.101 3.505
O -5.162 1.357 0.686
O -1.097 9.103 -3.071
O -2.772 6.205 3.224
O -1.762 -1.728 -4.964
O 0.619 0.279 -0.671
O -3.585 -0.418 -4.677
O -0.531 2.212 -0.644
O 0.457 0.846 6.787
O -3.094 -1.922 -3.132
O -5.333 0.635 -1.360
O 1.401 -2.650 -2.499
O -0.798 -0.671 5.966
O 7.706 -5.318 -4.766
N 2.072 -8.172 6.046
N 2.594 -9.139 3.624
N 4.613 3.643 2.475
N -1.851 6.574 -3.748
N -4.871 -3.167 1.901
N -2.566 7.588 -1.294
N -1.405 3.870 3.060
N 1.330 4.359 -5.833
N -6.808 -8.067 -2.441
N 1.800 3.154 -8.191
N -3.845 -2.162 4.272
N 2.361 -6.424 3.920
N 5.751 2.824 -2.689
N -7.235 -5.943 -0.934
N -2.284 -3.538 2.460
N 2.586 5.659 -7.919
N -4.163 3.892 3.345
N 3.750 4.303 4.892
N 3.304 1.782 -2.677
N -4.660 -6.514 -1.735
N -2.332 4.717 5.385
N 0.013 6.976 -1.888
N 2.724 5.425 2.811
N 5.127 0.717 -1.073
C 2.441 7.044 -7.425
C -8.143 -5.889 0.251
C -5.774 -2.497 0.977
C 5.923 3.707 -1.500
C 2.778 2.938 -1.820
C 4.741 4.057 5.996
C 0.040 5.569 -1.553
C 2.492 5.573 1.332
C 2.182 -5.228 4.774
C -2.523 5.272 -3.578
C 1.916 6.434 3.524
C -1.656 6.945 -5.142
C 3.758 2.461 2.175
C -3.969 7.911 -1.607
C 6.438 0.362 -0.588
C -7.572 -5.015 -1.997
C -5.203 -4.517 2.332
C -0.057 -0.451 1.332
C -4.102 -3.256 5.210
C 0.670 -0.907 0.099
C 3.100 2.569 -7.817
C 1.262 0.343 5.894
C -0.318 1.109 -0.214
C 0.325 3.639 -5.139
C 3.971 -1.819 3.215
C -4.454 -0.946 4.780
C 4.145 -0.207 -0.563
C -1.139 5.297 5.983
C -0.797 0.426 6.703
C -3.850 -5.625 -0.934
C 6.118 3.519 -3.973
C 5.588 -2.993 -3.342
C -7.873 -9.097 -2.334
C -3.865 -7.235 -2.769
C -1.719 -3.721 1.149
C -2.189 7.956 0.046
C 1.048 -8.739 6.987
C 0.915 2.166 -8.744
C -0.698 -5.128 -3.468
C 6.878 -4.488 -4.521
C -3.057 -0.204 -5.957
C -5.516 4.611 3.139
C -2.831 -1.409 -4.169
C 6.090 -2.504 2.631
C 0.319 -5.042 -4.580
C 2.567 3.437 5.059
C -3.891 0.511 -1.079
C 0.521 -1.057 5.743
C 3.372 -7.936 6.636
C -6.799 -7.507 -3.811
C 2.600 4.537 -5.161
C -0.867 2.590 3.704
C -3.822 1.488 0.134
C -4.347 2.479 3.432
C 5.446 -2.749 -4.857
C -3.430 4.426 6.285
C 1.240 7.783 -1.557
C -6.046 0.897 -0.250
C 2.241 -6.118 2.465
C -1.155 3.985 1.708
C 2.275 0.893 -3.308
C 0.753 -3.534 -3.048
C -1.651 -0.704 -5.892
C 5.196 -3.694 2.805
C 4.028 -9.192 3.702
C -1.219 -3.593 3.520
C 3.422 5.522 -9.144
C 1.932 -10.192 2.861
C 5.986 3.300 2.420
H -8.779 -5.003 0.252
H 1.893 7.631 -8.161
H 5.191 -4.321 1.913
H 3.110 4.905 0.731
H -1.795 4.493 -3.351
H 1.637 3.842 4.661
H 7.205 3.567 -4.032
H -0.593 6.971 -5.382
H 2.344 3.295 6.116
H -3.071 1.317 0.906
H 2.434 -5.444 5.812
H 2.893 1.821 -7.052
H -8.782 -8.628 -1.960
H 2.846 5.837 -10.014
H -2.805 -7.056 -2.588
H -3.009 -5.288 -1.541
H 0.637 5.430 -0.652
H -0.839 2.683 4.790
H 2.017 -11.139 3.393
H -1.925 3.539 1.079
H -4.339 -0.856 5.860
H -6.071 4.718 4.071
H 5.731 -2.053 -2.809
H 3.175 -7.501 7.615
H 3.548 1.971 -8.610
H -3.125 0.873 -6.112
H -5.309 -2.320 0.008
H 2.739 -4.343 4.467
H -3.744 2.076 2.618
H 2.859 6.538 0.981
H -4.509 -4.784 -0.718
H -6.256 -1.664 1.490
H -2.082 9.033 0.171
H 6.112 -1.949 -5.179
H -6.562 -3.230 0.803
H 0.335 2.539 -9.588
H -0.542 -1.255 1.885
H 1.266 1.302 -3.278
H 2.158 7.237 -1.339
H 1.258 -5.796 2.123
H 4.021 1.683 2.891
H 6.811 -0.550 -1.055
H 6.559 0.092 0.461
H -3.190 5.027 -4.405
H -1.446 1.714 3.410
H -0.557 4.511 6.464
H -8.851 -6.717 0.217
H -6.125 4.153 2.360
H 3.424 7.466 -7.214
H -4.701 7.634 -0.848
H -7.771 -4.045 -1.542
H 6.956 3.658 -1.157
H -5.097 -3.684 5.091
H 5.378 3.331 -0.634
H 0.834 -9.785 6.768
H -1.998 7.951 -5.387
H -7.979 -9.616 -3.286
H 3.995 -1.026 -1.266
H 4.358 -9.815 4.534
H -4.286 5.010 5.946
H -1.341 -4.743 1.105
H -2.366 6.446 -5.802
H -7.545 -6.022 1.153
H 5.674 4.513 -3.920
H 1.204 1.023 5.044
H -4.000 -2.991 6.263
H 1.416 5.472 1.196
H -1.303 7.451 0.432
H -5.823 -4.500 3.229
H 3.849 -8.915 6.686
H 2.555 -6.983 1.881
H -0.245 -3.547 3.033
H -5.711 -5.057 1.533
H 2.601 2.435 4.630
H 1.518 5.929 4.404
H -7.550 -9.800 -1.565
H -3.334 -3.992 4.974
H 0.350 5.097 -2.486
H 0.692 -5.994 -4.957
H 3.966 2.190 1.140
H -5.540 -0.922 4.687
H -3.981 -8.318 -2.718
H 4.467 -0.546 0.422
H -8.507 -5.351 -2.446
H 1.095 6.787 2.900
H -6.025 -6.747 -3.913
H 0.590 -1.535 4.766
H 2.252 0.288 6.347
H 3.617 4.479 -9.393
H 7.122 1.194 -0.750
H 3.885 3.255 -7.499
H 1.709 2.919 -2.030
H 2.762 5.614 -5.132
H -1.298 -2.752 4.209
H 5.356 3.168 5.860
H -4.296 7.509 -2.566
H 5.806 2.920 -4.829
H -3.209 5.279 -2.732
H -0.117 -4.670 -5.507
H 5.720 4.752 -1.732
H -5.391 2.226 3.248
H 0.163 2.466 3.369
H 5.407 4.918 6.052
H 5.404 -4.366 3.637
H -3.335 0.814 -1.966
H 4.347 6.098 -9.119
H 3.378 4.124 -5.803
H 6.325 2.954 3.397
H 0.859 -10.038 2.753
H -4.017 2.175 4.425
H -2.466 -3.557 0.372
H 1.143 -4.909 4.858
H 4.542 -9.373 2.758
H 0.407 3.597 -4.053
H 3.865 -7.263 5.934
H -1.235 -4.536 4.066
H 0.149 -1.610 -0.552
H -3.584 -0.508 -0.843
H -1.118 5.063 1.549
H 4.411 -8.191 3.899
H -3.691 -0.789 -6.624
H -5.148 5.591 2.836
H -0.624 4.166 -5.236
H -6.746 -8.179 -4.668
H 4.308 4.032 6.996
H 2.644 4.173 -4.134
H -1.437 6.091 6.667
H 3.155 0.231 -0.434
H 2.418 -10.396 1.907
H -2.943 7.663 0.777
H 2.495 0.799 -4.372
H -4.127 8.977 -1.770
H -0.996 5.243 -1.465
H 3.164 3.870 -2.233
H 3.030 -5.390 2.276
H 0.078 -8.244 6.945
H 7.055 -2.641 3.119
H 1.012 8.468 -0.739
H -1.669 -5.049 -3.956
H -7.699 -6.892 -3.841
H 4.389 -2.533 -5.012
H 2.680 2.619 2.217
H -3.688 3.367 6.283
H 0.263 2.653 -5.599
H -0.448 5.736 5.263
H 1.388 8.346 -2.479
H -3.507 -6.232 -0.096
H 6.526 4.191 2.097
H 2.239 -0.106 -2.874
H 1.704 -1.212 0.259
H 0.232 1.870 -7.948
H -4.191 -0.069 4.189
H -4.273 -4.998 2.634
H -3.222 4.736 7.308
H 3.035 2.830 -0.767
H 1.886 7.004 -6.488
H 6.174 2.496 1.709
H -6.868 -4.929 -2.825
H -3.896 -6.765 -3.752
H -1.403 -1.168 -6.847
H -0.945 -2.965 1.016
H 1.511 1.325 -9.099
H 2.464 7.292 3.913
H -0.238 3.476 1.409
H 1.416 -8.667 8.010
*
```